Entry 1:
The following is a DFT calculation (ωB97M-V with the def2-TZVPD basis set) of 5 unconnected molecules or ions with the total composition C31H28N3O16 at a distorted geometry.

Last column: Löwdin charge in e.
Element x y z (Å)
1 C 0.509 -4.468 -0.445  0.062
2 C 1.178 -3.508 0.254  -0.056
3 C 0.844 -2.020 0.167  -0.205
4 N -0.457 -1.719 -0.187  0.205
5 C -0.510 -0.307 -0.179  -0.227
6 N -1.767 0.278 -0.502  0.023
7 C -2.897 -0.427 0.194  -0.220
8 C -3.622 -1.392 -0.849  -0.084
9 C 0.762 0.254 0.193  0.051
10 N 1.579 -0.908 0.386  0.131
11 H -0.206 -4.252 -1.274  0.049
12 H 0.697 -5.546 -0.209  0.094
13 H 1.986 -3.874 0.947  0.087
14 H -1.171 -2.415 -0.394  0.137
15 H -1.722 1.263 -0.212  0.116
16 H -2.554 -0.977 1.118  0.124
17 H -3.664 0.345 0.488  0.118
18 H -3.278 -2.463 -0.754  0.064
19 H -4.729 -1.296 -0.656  0.084
20 H -3.403 -1.097 -1.915  0.078
21 H 0.990 1.334 0.295  0.119
22 H 2.563 -0.905 0.648  0.170
23 C 5.244 4.336 -1.934  0.087
24 C 3.984 4.543 -1.538  -0.226
25 C 3.273 3.568 -0.656  -0.313
26 O 2.130 3.800 -0.300  0.090
27 C 3.987 2.359 -0.257  0.061
28 C 5.245 2.147 -0.654  -0.225
29 C 5.967 3.135 -1.513  -0.309
30 O 7.117 2.912 -1.837  0.131
31 O 5.918 1.038 -0.299  0.107
32 O 3.299 5.640 -1.914  0.114
33 H 5.771 5.034 -2.569  0.143
34 H 3.454 1.655 0.367  0.109
35 H 6.801 1.125 -0.709  0.125
36 H 2.420 5.557 -1.499  0.120
37 C 4.107 -3.610 5.889  0.089
38 C 3.742 -4.470 4.931  -0.225
39 C 3.079 -4.003 3.676  -0.300
40 O 2.778 -4.817 2.817  0.088
41 C 2.811 -2.574 3.531  0.067
42 C 3.173 -1.715 4.489  -0.222
43 C 3.861 -2.177 5.733  -0.308
44 O 4.188 -1.359 6.570  0.132
45 O 2.934 -0.396 4.377  0.107
46 O 3.956 -5.793 5.054  0.116
47 H 4.589 -3.935 6.800  0.144
48 H 2.315 -2.251 2.628  0.094
49 H 3.290 0.006 5.195  0.126
50 H 3.607 -6.194 4.236  0.121
51 C -4.320 3.227 2.539  0.072
52 C -3.425 3.877 1.792  -0.233
53 C -3.745 5.189 1.153  -0.316
54 O -2.890 5.753 0.495  0.114
55 C -5.086 5.737 1.344  0.081
56 C -5.986 5.086 2.090  -0.228
57 C -5.657 3.787 2.752  -0.311
58 O -6.495 3.235 3.436  0.124
59 O -7.226 5.570 2.278  0.115
60 O -2.185 3.381 1.579  0.075
61 H -4.099 2.278 3.009  0.134
62 H -5.311 6.678 0.862  0.141
63 H -7.678 4.921 2.850  0.123
64 H -1.737 4.039 1.012  0.115
65 C -2.819 -3.173 -6.179  0.089
66 C -2.394 -3.628 -4.998  -0.225
67 C -1.576 -2.775 -4.082  -0.307
68 O -1.222 -3.223 -2.999  0.047
69 C -1.226 -1.430 -4.524  0.070
70 C -1.649 -0.974 -5.709  -0.221
71 C -2.490 -1.816 -6.615  -0.306
72 O -2.867 -1.356 -7.674  0.136
73 O -1.337 0.259 -6.137  0.121
74 O -2.684 -4.876 -4.578  0.110
75 H -3.413 -3.779 -6.850  0.144
76 H -0.620 -0.831 -3.859  0.131
77 H -1.760 0.347 -7.015  0.127
78 H -2.267 -4.962 -3.700  0.114

Calculated values
spin multiplicity = 1
charge = +1
E = -69822.139 eV

***

Entry 2:
The following is a DFT calculation (ωB97M-V with the def2-TZVPD basis set) of a molecular structure, C31H28N6O2P2PdS5SbSe2 at a distorted geometry.

Last column: Löwdin charge in e.
Element x y z (Å)
1 Pd 1.729 -2.584 -1.658  0.440
2 Se -0.422 3.696 0.273  0.297
3 P -0.942 1.924 1.300  0.538
4 C -2.713 1.560 1.274  -0.372
5 C -3.617 2.607 1.454  -0.109
6 C -4.978 2.351 1.458  -0.082
7 C -5.443 1.054 1.264  -0.087
8 C -4.546 0.015 1.072  -0.076
9 C -3.179 0.264 1.081  -0.070
10 C -0.498 2.019 3.059  -0.351
11 C -1.426 1.782 4.064  -0.070
12 C -1.055 1.914 5.399  -0.083
13 C 0.239 2.279 5.726  -0.091
14 C 1.171 2.515 4.718  -0.080
15 C 0.804 2.390 3.391  -0.105
16 C -0.121 0.419 0.762  -0.415
17 C 0.141 -0.189 -0.459  -0.416
18 N 0.857 -1.293 -0.181  -0.160
19 N 1.038 -1.377 1.119  -0.015
20 N 0.466 -0.351 1.710  0.028
21 P -0.310 0.046 -2.155  0.768
22 Se 0.068 -1.816 -3.245  0.479
23 C 0.499 1.492 -2.846  -0.358
24 C 1.606 2.053 -2.223  -0.118
25 C 2.259 3.120 -2.819  -0.072
26 C 1.797 3.638 -4.019  -0.077
27 C 0.681 3.087 -4.637  -0.076
28 C 0.041 2.003 -4.058  -0.086
29 C -2.088 0.362 -2.226  -0.344
30 C -2.963 -0.721 -2.350  -0.096
31 C -4.328 -0.497 -2.433  -0.073
32 C -4.825 0.799 -2.385  -0.082
33 C -3.958 1.875 -2.253  -0.071
34 C -2.589 1.662 -2.177  -0.099
35 H -3.243 3.616 1.580  0.089
36 H -5.680 3.164 1.602  0.101
37 H -6.509 0.856 1.261  0.102
38 H -4.905 -0.994 0.908  0.111
39 H -2.479 -0.551 0.940  0.112
40 H -2.436 1.485 3.813  0.101
41 H -1.781 1.725 6.179  0.101
42 H 0.528 2.378 6.765  0.099
43 H 2.185 2.800 4.971  0.101
44 H 1.522 2.583 2.604  0.097
45 H 1.955 1.653 -1.281  0.106
46 H 3.133 3.546 -2.342  0.109
47 H 2.308 4.476 -4.478  0.101
48 H 0.309 3.503 -5.565  0.102
49 H -0.813 1.553 -4.552  0.114
50 H -2.577 -1.735 -2.390  0.064
51 H -5.000 -1.339 -2.541  0.110
52 H -5.893 0.972 -2.448  0.104
53 H -4.342 2.886 -2.209  0.108
54 H -1.918 2.504 -2.070  0.065
55 S 0.833 -7.331 -2.705  -0.262
56 Sb 0.054 -5.224 -3.020  -0.095
57 S 0.374 -4.207 -0.817  0.038
58 S 2.304 -4.081 -3.285  0.067
59 S -2.219 -5.278 -2.903  -0.228
60 C 3.472 -1.520 3.771  -0.100
61 C 4.534 -1.625 2.671  -0.238
62 C 4.113 -2.544 1.567  -0.615
63 N 3.694 -2.145 0.431  0.036
64 N 3.273 -3.176 -0.383  -0.140
65 C 3.423 -4.374 0.160  -0.725
66 N 3.226 -5.539 -0.460  0.084
67 S 4.066 -4.276 1.761  1.100
68 H 3.773 -0.784 4.519  0.067
69 H 3.335 -2.479 4.276  0.066
70 H 2.513 -1.219 3.350  0.049
71 H 5.479 -1.976 3.093  0.101
72 H 4.706 -0.651 2.213  0.112
73 H 2.783 -5.514 -1.378  -0.051
74 H 3.015 -6.354 0.088  0.101
75 O 2.634 -0.792 -2.432  -0.312
76 C 3.907 -0.737 -2.671  -0.549
77 O 4.740 -1.615 -2.543  -0.038
78 H 4.210 0.261 -3.048  0.118

Calculated values
spin multiplicity = 1
charge = -1
E = -259105.024 eV

***

Entry 3:
The following is a DFT calculation (ωB97M-V with the def2-TZVPD basis set) of a molecular structure, C31H29ClI2N6O5Ru.

Last column: Mulliken spin population.
Element x y z (Å)
1 Ru 0.067 0.097 0.246  4.125
2 C 0.735 -2.648 -1.467  0.018
3 N 1.251 -1.717 -0.468  0.074
4 C 2.517 -1.648 -0.275  0.028
5 C 3.035 -0.659 0.605  0.019
6 C 4.323 -0.412 1.069  0.029
7 C 4.209 0.674 1.950  0.006
8 C 2.857 1.025 1.965  0.041
9 N 2.143 0.223 1.158  0.111
10 C 0.774 -4.090 -1.018  0.001
11 C 0.399 -4.445 0.275  0.001
12 C 0.412 -5.774 0.669  0.000
13 C 0.806 -6.767 -0.221  0.000
14 C 1.183 -6.420 -1.509  0.000
15 C 1.168 -5.087 -1.902  0.001
16 H 1.287 -2.532 -2.403  -0.002
17 H -0.296 -2.360 -1.683  0.008
18 H 3.205 -2.321 -0.791  0.012
19 H 5.214 -0.958 0.797  0.001
20 H 4.998 1.154 2.508  0.001
21 H 2.382 1.827 2.512  0.002
22 H 0.081 -3.668 0.960  0.000
23 H 0.105 -6.038 1.674  0.000
24 H 0.820 -7.805 0.090  0.000
25 H 1.495 -7.185 -2.210  0.000
26 H 1.465 -4.817 -2.910  0.000
27 I -3.025 -3.852 2.314  0.001
28 C -3.432 -2.604 0.692  0.026
29 C -4.695 -2.676 0.074  -0.005
30 C -5.016 -1.840 -0.958  0.011
31 I -6.926 -1.989 -1.798  0.001
32 C -4.083 -0.873 -1.417  -0.002
33 C -4.301 0.066 -2.454  0.003
34 C -3.327 0.962 -2.782  0.008
35 C -2.104 0.943 -2.085  0.041
36 N -1.873 0.070 -1.138  0.005
37 C -2.826 -0.827 -0.791  -0.003
38 C -2.456 -1.700 0.294  -0.006
39 O -1.286 -1.587 0.825  0.125
40 H -5.416 -3.398 0.430  0.000
41 H -5.249 0.066 -2.976  0.000
42 H -3.475 1.689 -3.569  0.001
43 H -1.315 1.650 -2.310  0.004
44 C -1.838 -0.536 5.701  0.001
45 N -1.175 0.117 4.589  0.003
46 C -0.804 1.444 4.512  0.003
47 C -0.326 1.628 3.253  -0.002
48 N -0.409 0.443 2.562  0.082
49 C -0.924 -0.439 3.389  0.016
50 H -1.532 -0.060 6.630  0.000
51 H -1.548 -1.584 5.730  0.000
52 H -2.922 -0.472 5.604  0.000
53 H -0.909 2.114 5.347  0.000
54 H 0.051 2.524 2.786  0.007
55 H -1.132 -1.469 3.152  0.005
56 C -2.733 2.078 0.887  0.023
57 C -1.468 2.831 0.580  0.014
58 C -1.298 4.188 0.579  0.042
59 C 0.052 4.439 0.192  0.017
60 C 0.648 3.224 -0.019  0.046
61 C 2.066 2.979 -0.441  0.010
62 N -0.274 2.219 0.223  0.022
63 H -3.277 2.571 1.696  -0.001
64 H -2.539 1.056 1.207  -0.005
65 H -3.407 2.022 0.026  0.001
66 H -2.062 4.915 0.818  0.002
67 H 0.533 5.398 0.065  0.001
68 H 2.346 3.691 -1.219  0.001
69 H 2.210 1.983 -0.851  -0.001
70 H 2.765 3.091 0.391  0.000
71 O 2.299 0.647 -4.007  0.006
72 Cl 0.948 0.750 -3.531  0.008
73 O 0.070 -0.122 -4.273  0.003
74 O 0.483 2.113 -3.612  0.000
75 O 0.925 0.314 -2.121  0.006

Calculated values
expectation value of S² = 8.76
spin multiplicity = 6
charge = -1
E = -83095.796 eV

***

Entry 4:
The following is a DFT calculation (ωB97M-V with the def2-TZVPD basis set) of a molecular structure, C31H29ClNO5PS3W at a distorted geometry.

Last column: Mulliken spin population.
Element x y z (Å)
1 W 0.257 -0.282 0.978  1.067
2 O 2.655 4.814 3.805  0.003
3 C 2.197 3.754 3.165  0.007
4 C 2.677 3.312 1.928  0.003
5 C 2.119 2.185 1.374  0.018
6 N 1.141 1.500 1.962  -0.018
7 C 0.679 1.920 3.149  0.027
8 C 1.162 3.026 3.784  -0.006
9 C -0.411 1.001 3.639  0.007
10 O -1.052 1.141 4.632  0.009
11 O -0.527 -0.023 2.789  0.050
12 C 2.528 1.548 0.080  -0.018
13 O 3.433 1.937 -0.600  0.037
14 O 1.793 0.478 -0.152  0.035
15 H 3.366 5.266 3.333  0.000
16 H 3.475 3.811 1.391  0.000
17 H 0.768 3.340 4.742  0.000
18 C 0.777 -3.136 3.465  -0.028
19 C 2.055 -2.408 3.885  0.028
20 S 2.652 -1.164 2.693  -0.008
21 C 3.554 -2.225 1.504  -0.009
22 C 3.081 -2.033 0.070  0.009
23 S 1.291 -2.293 -0.002  -0.026
24 C -1.360 -1.953 1.209  -0.081
25 C -1.841 -2.293 2.615  -0.032
26 S -0.678 -2.194 3.987  0.829
27 H 0.708 -4.087 4.004  0.043
28 H 0.730 -3.324 2.392  -0.006
29 H 2.869 -3.114 4.034  0.001
30 H 1.910 -1.872 4.825  -0.003
31 H 3.395 -3.255 1.820  0.000
32 H 4.610 -1.975 1.595  -0.001
33 H 3.523 -2.796 -0.570  -0.001
34 H 3.331 -1.054 -0.329  -0.001
35 H -0.999 -2.864 0.732  0.004
36 H -2.265 -1.654 0.672  0.030
37 H -2.223 -3.320 2.663  0.038
38 H -2.630 -1.619 2.951  -0.001
39 Cl -1.541 1.911 0.852  -0.004
40 C -2.860 1.295 -0.111  -0.008
41 C -4.159 1.671 0.153  0.001
42 C -5.165 1.150 -0.652  0.000
43 C -4.857 0.283 -1.689  0.000
44 C -3.539 -0.074 -1.942  -0.001
45 C -2.517 0.433 -1.148  -0.016
46 P -0.749 0.057 -1.392  0.023
47 C -0.762 -1.307 -2.590  0.005
48 C -1.263 -2.538 -2.157  0.016
49 C -1.342 -3.608 -3.028  -0.001
50 C -0.903 -3.467 -4.339  0.000
51 C -0.412 -2.247 -4.774  0.000
52 C -0.344 -1.162 -3.910  -0.005
53 C -0.091 1.506 -2.268  -0.007
54 C 1.170 1.421 -2.864  -0.003
55 C 1.677 2.501 -3.565  0.000
56 C 0.942 3.674 -3.664  -0.001
57 C -0.314 3.760 -3.082  0.001
58 C -0.835 2.680 -2.387  0.003
59 H -4.385 2.355 0.960  0.000
60 H -6.191 1.433 -0.462  0.000
61 H -5.649 -0.115 -2.308  0.000
62 H -3.303 -0.739 -2.762  0.000
63 H -1.607 -2.652 -1.137  -0.005
64 H -1.746 -4.552 -2.686  0.000
65 H -0.955 -4.307 -5.019  0.000
66 H -0.081 -2.133 -5.797  0.000
67 H 0.007 -0.214 -4.287  0.000
68 H 1.761 0.521 -2.776  0.000
69 H 2.651 2.432 -4.030  0.000
70 H 1.347 4.524 -4.196  0.000
71 H -0.903 4.661 -3.182  0.000
72 H -1.831 2.749 -1.972  0.000

Calculated values
expectation value of S² = 2.01
spin multiplicity = 3
charge = +2
E = -100474.523 eV